[1]
# C3H4O3

2 unconnected molecules or ions with the total composition C3H4O3 (ωB97M-V with the def2-TZVPD basis set, OMol25).

Atoms and positions in Å:
O (1.48, 0.36, 1.07)
C (1.04, -0.60, 0.53)
C (0.06, -1.64, 0.28)
O (1.40, -1.48, -0.39)
H (0.01, -2.52, 0.92)
H (-0.78, -1.45, -0.38)
C (-0.80, 1.84, -0.50)
O (-0.62, 0.88, -1.21)
H (-0.26, 1.97, 0.46)
H (-1.52, 2.63, -0.79)

## Properties
HOMO-LUMO gap in eV: 10.99
Relative energy (zero: lowest compared OMol25 entry of this formula, charge and spin) in eV: 2.822
SMILES string: O=C1CO1.C=O

Atom charges from the Löwdin analysis, given in e for atoms 1 to 4: O 0.1221; C -0.5247; C 0.0281; O 0.1051

[2]
# C3H4O3

A single C3H4O3 molecule at a distorted geometry (ωB97M-V with the def2-TZVPD basis set, OMol25).

Atoms and positions in Å:
O (1.99, 0.59, -0.20)
C (1.26, -0.40, 0.47)
C (-0.30, -0.11, 0.31)
O (-0.46, 0.74, -0.59)
C (-1.97, -0.06, -0.14)
O (-2.39, -0.95, -0.81)
H (1.38, 1.10, -0.77)
H (1.49, -1.39, 0.06)
H (1.52, -0.39, 1.54)
H (-2.50, 0.88, 0.12)

## Properties
HOMO-LUMO gap in eV: 10.00
Relative energy (zero: lowest compared OMol25 entry of this formula, charge and spin) in eV: 4.202

Atom charges from the Löwdin analysis, given in e for atoms 1 to 4: O -0.0588; C -0.1845; C -0.0432; O 0.0069

[3]
# C3H4O3

A single C3H4O3 molecule (ωB97M-V with the def2-TZVPD basis set, OMol25).

Atoms and positions in Å:
O (1.83, 0.34, 1.39)
C (1.09, -0.36, 0.75)
C (0.27, 0.11, -0.46)
O (-0.04, -0.97, -1.28)
C (-0.99, 0.75, 0.10)
O (-2.04, 0.14, 0.08)
H (0.91, -1.43, 0.98)
H (0.86, 0.87, -1.00)
H (-0.96, -1.20, -1.08)
H (-0.91, 1.76, 0.54)

## Properties
HOMO-LUMO gap in eV: 10.29
Relative energy (zero: lowest compared OMol25 entry of this formula, charge and spin) in eV: 1.548
SMILES string: O=CC(O)C=O

Atom charges from the Löwdin analysis, given in e for atoms 1 to 4: O 0.0786; C -0.1926; C -0.3283; O -0.0086

[4]
# C3H4O3

A single C3H4O3 molecule (ωB97M-V with the def2-TZVPD basis set, OMol25).

Atoms and positions in Å:
O (-1.42, -1.44, 0.17)
C (-0.95, -0.47, 1.07)
C (0.19, 0.42, 0.70)
O (0.53, 0.11, -0.56)
C (1.50, 0.91, -1.17)
O (1.59, 2.08, -1.03)
H (-1.15, -1.18, -0.72)
H (-1.74, 0.26, 1.34)
H (-0.67, -0.95, 2.01)
H (2.11, 0.27, -1.83)

## Properties
HOMO-LUMO gap in eV: 9.48
Relative energy (zero: lowest compared OMol25 entry of this formula, charge and spin) in eV: 3.794

Atom charges from the Löwdin analysis, given in e for atoms 1 to 4: O -0.0527; C -0.2913; C 0.0550; O -0.0508

[5]
# C3H4O3

2 unconnected molecules or ions with the total composition C3H4O3 at a distorted geometry (ωB97M-V with the def2-TZVPD basis set, OMol25).

Atoms and positions in Å:
O (-1.17, -1.60, 1.49)
C (-1.02, -1.29, 0.32)
O (-1.85, -0.45, -0.36)
O (-1.29, -0.27, -1.70)
H (-0.19, -1.65, -0.31)
H (-1.51, 0.68, -1.78)
C (1.19, 1.23, 0.76)
C (2.32, 1.06, 0.40)
H (0.19, 1.38, 1.09)
H (3.33, 0.92, 0.09)

## Properties
HOMO-LUMO gap in eV: 11.50
Relative energy (zero: lowest compared OMol25 entry of this formula, charge and spin) in eV: 5.651
SMILES string: O=COO.C#C

Atom charges from the Löwdin analysis, given in e for atoms 1 to 4: O 0.0664; C -0.3328; O -0.0317; O -0.0015

[6]
# C3H4O3

A single C3H4O3 molecule (ωB97M-V with the def2-TZVPD basis set, OMol25).

Atoms and positions in Å:
O (-0.57, -1.07, 1.95)
C (-0.81, -0.36, 1.00)
C (-0.05, -0.42, -0.33)
O (-0.87, 0.06, -1.36)
C (1.18, 0.46, -0.17)
O (1.18, 1.58, -0.61)
H (-1.61, 0.41, 1.00)
H (0.25, -1.46, -0.51)
H (-0.59, 0.97, -1.53)
H (2.04, 0.05, 0.39)

## Properties
HOMO-LUMO gap in eV: 10.27
Relative energy (zero: lowest compared OMol25 entry of this formula, charge and spin) in eV: 1.558
SMILES string: O=CC(O)C=O

Atom charges from the Löwdin analysis, given in e for atoms 1 to 4: O 0.0790; C -0.1925; C -0.3277; O -0.0088

[7]
# C3H4O3Pt

A molecular structure, C3H4O3Pt at a distorted geometry (ωB97M-V with the def2-TZVPD basis set, OMol25).

Atoms and positions in Å:
O (-2.10, -0.52, 0.18)
C (-1.33, 0.39, 0.06)
C (-0.37, 1.02, 0.99)
H (0.03, 1.94, 0.53)
H (-0.11, 0.48, 1.91)
H (-1.61, 1.44, 1.19)
Pt (-0.31, -2.26, -0.92)
O (0.13, -0.37, -0.26)
C (1.31, 0.01, -0.75)
O (1.70, -1.06, -1.38)
H (2.66, -1.06, -1.54)

## Properties
Net charge: +1
HOMO-LUMO gap (alpha / beta) in eV: 6.77 / 6.37
2S+1: 4
Relative energy (zero: lowest compared OMol25 entry of this formula, charge and spin) in eV: 6.048
<S²>: 3.7628

Atom charges from the Löwdin analysis, given in e for atoms 1 to 4: O 0.0500; C -0.4284; C 0.0788; H 0.1314

[8]
# C3H4O3Tm

A molecular structure, C3H4O3Tm at a distorted geometry (ωB97M-V with the def2-TZVPD basis set, OMol25).

Atoms and positions in Å:
O (0.94, -0.57, -1.09)
C (0.11, 0.37, -1.00)
O (0.48, 1.57, -1.08)
O (-1.17, 0.04, -0.80)
C (-1.66, -0.05, 0.50)
C (-1.25, -1.04, 1.28)
H (-2.43, 0.68, 0.75)
H (-1.91, -1.38, 2.08)
H (-0.42, -1.70, 1.02)
Tm (2.80, 0.97, -1.25)
H (4.51, 1.12, -0.40)

## Properties
Net charge: +1
HOMO-LUMO gap (alpha / beta) in eV: 6.67 / 6.33
2S+1: 3
Relative energy (zero: lowest compared OMol25 entry of this formula, charge and spin) in eV: 1.195
<S²>: 2.0019

Atom charges from the Löwdin analysis, given in e for atoms 1 to 4: O -0.0791; C -0.7578; O -0.0844; O 0.0574

[9]
# C3H4O3Zn

A molecular structure, C3H4O3Zn at a distorted geometry (ωB97M-V with the def2-TZVPD basis set, OMol25).

Atoms and positions in Å:
C (-0.51, -0.29, -1.16)
O (0.53, 0.08, 1.04)
C (-0.77, -0.03, 1.10)
C (0.90, 0.01, -0.71)
O (-1.36, -0.26, -0.07)
O (-1.35, 0.35, 2.11)
H (-0.91, 0.34, -1.96)
H (1.11, 1.08, -0.82)
H (0.28, -1.34, -1.22)
Zn (0.37, 0.49, 3.00)
H (1.71, -0.42, -1.31)

## Properties
Net charge: +2
HOMO-LUMO gap in eV: 5.97
Relative energy (zero: lowest compared OMol25 entry of this formula, charge and spin) in eV: 5.740

Atom charges from the Löwdin analysis, given in e for atoms 1 to 4: C -0.0760; O 0.0187; C -0.5764; C 0.1109

[10]
# C3H4O3Zn

A molecular structure, C3H4O3Zn at a distorted geometry (ωB97M-V with the def2-TZVPD basis set, OMol25).

Atoms and positions in Å:
C (-1.55, 0.75, -0.48)
C (-1.26, -0.37, 0.20)
O (-0.14, -1.16, -0.10)
C (1.08, -0.77, 0.11)
O (1.35, 0.50, 0.37)
O (2.05, -1.49, -0.13)
H (-1.21, 0.87, -1.51)
H (-1.81, -0.77, 1.05)
H (-2.39, 1.34, -0.13)
Zn (3.36, -0.04, 0.28)
H (0.53, 1.13, 0.33)

## Properties
Net charge: +2
HOMO-LUMO gap in eV: 5.61
Relative energy (zero: lowest compared OMol25 entry of this formula, charge and spin) in eV: 2.426

Atom charges from the Löwdin analysis, given in e for atoms 1 to 4: C 0.1136; C -0.0788; O 0.1715; C -0.5602

[11]
# C3H4O4

2 unconnected molecules or ions with the total composition C3H4O4 at a distorted geometry (ωB97M-V with the def2-TZVPD basis set, OMol25).

Atoms and positions in Å:
O (3.03, 1.04, -0.23)
C (2.20, 0.30, 0.14)
C (1.19, -0.43, 0.51)
O (0.74, -1.59, -0.09)
H (0.77, -0.27, 1.49)
H (1.11, -1.67, -0.98)
O (-0.22, 2.21, 0.26)
C (-0.63, 1.28, -0.38)
O (-1.61, 0.47, -0.02)
H (-0.29, 1.02, -1.39)
H (-1.95, 0.69, 0.86)

## Properties
HOMO-LUMO gap in eV: 8.72
Relative energy (zero: lowest compared OMol25 entry of this formula, charge and spin) in eV: 2.312
SMILES string: O=C=CO.O=CO

Atom charges from the Löwdin analysis, given in e for atoms 1 to 4: O 0.1836; C -0.1701; C -0.2284; O -0.0038

[12]
# C3H4O4

A single C3H4O4 molecule at a distorted geometry (ωB97M-V with the def2-TZVPD basis set, OMol25).

Atoms and positions in Å:
O (-0.55, 2.10, -0.57)
C (-0.22, 0.97, -0.32)
O (1.08, 0.46, -0.30)
C (1.12, -1.05, -0.51)
O (0.05, -1.71, 0.24)
C (-0.54, -0.63, 1.19)
O (-1.10, 0.16, 0.18)
H (2.15, -1.46, -0.38)
H (0.96, -1.05, -1.72)
H (-1.36, -1.26, 1.69)
H (0.17, -0.07, 1.83)

## Properties
HOMO-LUMO gap in eV: 11.57
Relative energy (zero: lowest compared OMol25 entry of this formula, charge and spin) in eV: 2.428
SMILES string: O=C1OCOCO1

Atom charges from the Löwdin analysis, given in e for atoms 1 to 4: O 0.1577; C -0.5961; O -0.0021; C -0.0967

[13]
# C3H4O4Pb

A molecular structure, C3H4O4Pb at a distorted geometry (ωB97M-V with the def2-TZVPD basis set, OMol25).

Atoms and positions in Å:
O (1.42, -0.18, 0.95)
C (1.00, 0.63, 0.02)
C (1.47, -1.51, 0.43)
O (0.89, 1.84, 0.22)
O (0.58, 0.02, -1.05)
C (0.88, -1.40, -0.95)
Pb (0.19, 3.65, -0.42)
H (2.49, -1.91, 0.48)
H (1.46, -1.72, -1.82)
H (0.57, -2.23, 0.86)
O (-0.38, -2.24, -0.74)
H (-0.59, -2.66, -1.58)

## Properties
Net charge: +2
HOMO-LUMO gap in eV: 7.68

Atom charges from the Löwdin analysis, given in e for atoms 1 to 4: O 0.1747; C -0.5355; C -0.0129; O -0.2178

[14]
# C3H4OS

A single C3H4OS molecule at a distorted geometry (ωB97M-V with the def2-TZVPD basis set, OMol25).

Atoms and positions in Å:
O (-2.37, -0.75, -0.10)
C (-1.07, -0.65, 0.15)
C (-0.20, 0.57, -0.29)
C (1.19, 0.49, 0.19)
S (2.13, -0.78, -0.16)
H (-0.25, -1.63, 0.49)
H (-0.65, 1.46, -0.13)
H (-0.21, 0.49, -1.37)
H (1.44, 0.79, 1.22)

## Properties
HOMO-LUMO gap in eV: 8.17
Relative energy (zero: lowest compared OMol25 entry of this formula, charge and spin) in eV: 2.689
SMILES string: O=CCC=S

Atom charges from the Löwdin analysis, given in e for atoms 1 to 4: O -0.0502; C -0.1438; C -0.2689; C -0.6482

[15]
# C3H4OS

A molecular structure, C3H4OS at a distorted geometry (ωB97M-V with the def2-TZVPD basis set, OMol25).

Atoms and positions in Å:
C (-1.10, -1.45, -0.52)
C (0.03, -0.57, -0.41)
C (0.90, 1.66, 0.61)
H (-2.00, -1.45, 0.26)
H (-0.98, -2.14, -1.28)
H (1.05, -0.52, -0.75)
H (0.89, 2.18, 1.70)
O (1.66, 1.80, -0.40)
S (-0.45, 0.49, 0.78)

## Properties
HOMO-LUMO gap in eV: 8.98
Relative energy (zero: lowest compared OMol25 entry of this formula, charge and spin) in eV: 2.464

Atom charges from the Löwdin analysis, given in e for atoms 1 to 4: C -0.0971; C -0.4905; C -0.5345; H 0.0973

[16]
# C3H4OS

A single C3H4OS molecule at a distorted geometry (ωB97M-V with the def2-TZVPD basis set, OMol25).

Atoms and positions in Å:
C (-0.59, -0.67, 0.14)
C (-1.10, -0.57, -1.04)
C (0.57, 0.06, 0.52)
O (1.24, 2.42, -0.16)
S (1.20, 1.16, -0.87)
H (-1.04, -1.52, 0.68)
H (-1.95, -1.24, -1.46)
H (0.42, 0.95, 1.16)
H (1.26, -0.60, 1.03)

## Properties
HOMO-LUMO gap (alpha / beta) in eV: 8.22 / 8.62
Relative energy (zero: lowest compared OMol25 entry of this formula, charge and spin) in eV: 4.431

Atom charges from the Löwdin analysis, given in e for atoms 1 to 4: C -0.3477; C 0.0688; C -0.4071; O -0.5675

[17]
# C3H4OS

A single C3H4OS molecule at a distorted geometry (ωB97M-V with the def2-TZVPD basis set, OMol25).

Atoms and positions in Å:
C (-0.91, -0.75, 0.13)
C (0.21, -1.26, -0.13)
S (1.67, -0.24, -0.04)
C (0.49, 1.26, -0.06)
O (-0.85, 0.70, -0.13)
H (-2.16, -0.98, -0.22)
H (0.24, -2.37, -0.06)
H (0.85, 2.14, -0.70)
H (0.47, 1.50, 1.21)

## Properties
HOMO-LUMO gap in eV: 8.90
Relative energy (zero: lowest compared OMol25 entry of this formula, charge and spin) in eV: 3.467
SMILES string: C1=CSCO1

Atom charges from the Löwdin analysis, given in e for atoms 1 to 4: C -0.2086; C -0.4943; S 0.8306; C -0.4101

[18]
# C3H4OS

A single C3H4OS molecule at a distorted geometry (ωB97M-V with the def2-TZVPD basis set, OMol25).

Atoms and positions in Å:
C (-0.15, -1.71, 0.33)
C (-0.17, 0.07, -0.03)
C (1.12, 0.79, 0.04)
O (-2.64, -0.44, 0.00)
S (-1.70, 0.70, -0.16)
H (-0.73, -2.28, -0.35)
H (0.96, 1.93, -0.23)
H (1.75, 0.33, -0.67)
H (1.57, 0.61, 1.06)

## Properties
HOMO-LUMO gap (alpha / beta) in eV: 7.72 / 7.67
Relative energy (zero: lowest compared OMol25 entry of this formula, charge and spin) in eV: 6.211

Atom charges from the Löwdin analysis, given in e for atoms 1 to 4: C 0.2532; C -0.5951; C -0.1716; O -0.6027

[19]
# C3H4OS

A single C3H4OS molecule at a distorted geometry (ωB97M-V with the def2-TZVPD basis set, OMol25).

Atoms and positions in Å:
C (-1.08, -0.56, 0.15)
C (0.07, 0.45, 0.05)
S (-0.25, 2.09, 0.21)
C (1.45, 0.23, -0.22)
O (1.79, -0.79, -0.81)
H (-2.01, -0.09, -0.06)
H (-1.38, -0.99, 1.11)
H (-0.75, -1.44, -0.36)
H (2.16, 1.10, -0.07)

## Properties
HOMO-LUMO gap (alpha / beta) in eV: 7.83 / 7.83
Relative energy (zero: lowest compared OMol25 entry of this formula, charge and spin) in eV: 1.316
SMILES string: CC(=S)C=O

Atom charges from the Löwdin analysis, given in e for atoms 1 to 4: C -0.0926; C -0.6956; S 0.7697; C -0.3623

[20]
# C3H4OS

A single C3H4OS molecule at a distorted geometry (ωB97M-V with the def2-TZVPD basis set, OMol25).

Atoms and positions in Å:
C (0.15, -0.61, 0.99)
C (-0.46, 0.04, -0.19)
S (-0.40, -0.60, -1.99)
C (0.21, 0.84, -1.21)
O (0.84, 1.80, -1.47)
H (1.15, -0.95, 0.71)
H (-0.36, -1.42, 1.45)
H (0.29, 0.42, 1.65)
H (-1.42, 0.48, 0.06)

## Properties
HOMO-LUMO gap in eV: 10.34
Relative energy (zero: lowest compared OMol25 entry of this formula, charge and spin) in eV: 1.045
SMILES string: C[C@@H]1SC1=O

Atom charges from the Löwdin analysis, given in e for atoms 1 to 4: C -0.0943; C -0.5132; S 0.8973; C -0.7820